Formula: C34H31N7O4STa
Source: the OMol25 dataset
Level of theory: wB97M-V/def2-TZVPD

XYZ file:
```
78
C34H31N7O4STa, DFT wB97M-V/def2-TZVPD
Ta 0.395 0.521 -1.153
C -2.191 1.538 -3.159
N -0.780 1.139 -3.339
C -0.488 0.182 -4.435
C 0.366 -0.918 -3.902
N 0.910 -0.882 -2.693
C 1.603 -2.101 -2.532
C 2.357 -2.596 -1.472
C 2.931 -3.839 -1.647
C 2.774 -4.570 -2.835
C 2.038 -4.080 -3.894
C 1.458 -2.833 -3.709
N 0.663 -2.047 -4.542
C -2.500 1.566 -1.698
N -1.616 1.270 -0.754
C -2.315 1.340 0.472
C -1.922 1.118 1.791
C -2.875 1.294 2.774
C -4.190 1.681 2.476
C -4.593 1.902 1.177
C -3.628 1.720 0.195
N -3.699 1.844 -1.189
H -2.367 2.528 -3.587
H -2.864 0.850 -3.675
H -0.273 1.980 -3.584
H -1.406 -0.213 -4.872
H 0.050 0.689 -5.239
H 2.533 -2.033 -0.566
H 3.538 -4.256 -0.854
H 3.254 -5.534 -2.925
H 1.929 -4.635 -4.816
H 0.390 -2.276 -5.488
H -0.918 0.824 2.054
H -2.599 1.130 3.807
H -4.899 1.808 3.282
H -5.604 2.202 0.937
H -4.515 2.116 -1.718
C 2.002 3.088 6.467
C 2.000 2.392 5.144
C 1.223 2.868 4.081
C 1.237 2.241 2.854
C 2.041 1.111 2.687
C 2.834 0.616 3.726
C 2.801 1.262 4.943
S 2.112 0.324 1.167
O 2.014 1.349 0.059
O 3.190 -0.600 1.099
N 0.708 -0.355 0.676
C 0.188 -1.574 1.142
C 0.499 -2.243 2.291
C -0.173 -3.455 2.583
C -1.129 -3.960 1.750
C -1.465 -3.274 0.554
C -2.435 -3.702 -0.370
C -2.673 -2.947 -1.495
C -1.938 -1.780 -1.701
N -1.008 -1.342 -0.864
C -0.784 -2.079 0.260
H 1.278 3.898 6.501
H 2.992 3.503 6.668
H 1.782 2.385 7.271
H 0.617 3.753 4.222
H 0.660 2.641 2.029
H 3.477 -0.239 3.566
H 3.419 0.896 5.753
H 1.244 -1.868 2.981
H 0.083 -3.982 3.492
H -1.637 -4.884 1.990
H -2.986 -4.617 -0.191
H -3.415 -3.243 -2.222
H -2.119 -1.186 -2.590
C 2.041 4.504 -2.278
O 0.946 3.773 -1.605
C 0.917 2.506 -1.699
O 1.675 1.773 -2.374
H 1.789 5.550 -2.155
H 2.075 4.220 -3.326
H 2.970 4.253 -1.774
```

Frontier orbital gap ... 7.57 eV
Calculated total energy ... -66749.0495 eV
2S+1 ... 1
F_max ... 0.99 eV/Å
Total charge ... +3

These are the Mulliken partial charges, in e, on atoms 1 to 5: atom 1 (Ta): 2.17, atom 2 (C): -1.32, atom 3 (N): -0.13, atom 4 (C): -1.21, atom 5 (C): 0.35



Formula: C31H55IrSSb2
Source: the OMol25 dataset
Level of theory: wB97M-V/def2-TZVPD

XYZ file:
```
90
C31H55IrSSb2, DFT wB97M-V/def2-TZVPD
Ir 0.839 -0.331 0.202
C 0.158 0.609 2.744
C 1.479 0.978 2.514
C 2.197 -0.257 2.059
C 1.184 -1.286 2.001
C -0.067 -0.760 2.451
C -1.341 -1.534 2.625
C -1.949 -1.166 3.987
C -1.083 -3.040 2.552
C -2.328 -1.130 1.515
C 3.693 -0.591 1.912
C 4.307 -0.059 0.614
C 3.848 -2.116 1.926
C 4.525 -0.082 3.097
C 1.932 2.404 2.762
C 2.444 2.493 4.219
C 0.751 3.375 2.646
C 2.986 2.886 1.762
H -0.607 1.277 3.104
H 1.403 -2.340 2.031
H -1.241 -1.323 4.801
H -2.815 -1.799 4.169
H -2.284 -0.130 4.014
H -0.377 -3.367 3.315
H -0.701 -3.332 1.570
H -2.017 -3.574 2.715
H -2.607 -0.080 1.590
H -3.234 -1.726 1.616
H -1.907 -1.306 0.521
H 3.643 -0.245 -0.231
H 5.251 -0.573 0.435
H 4.511 1.002 0.644
H 3.404 -2.576 1.046
H 3.408 -2.567 2.814
H 4.909 -2.363 1.928
H 4.558 0.996 3.170
H 5.550 -0.429 2.970
H 4.159 -0.483 4.043
H 1.604 2.480 4.912
H 2.977 3.434 4.346
H 3.111 1.686 4.497
H -0.029 3.190 3.384
H 0.314 3.353 1.648
H 1.118 4.385 2.823
H 3.965 2.462 1.932
H 3.087 3.966 1.858
H 2.682 2.670 0.734
C 2.337 -4.103 -0.940
Sb 1.518 -2.203 -1.410
C -0.026 -2.720 -2.752
C 3.052 -1.376 -2.697
C 2.473 -1.053 -4.028
C 2.514 -2.018 -5.033
C 1.911 -1.805 -6.258
C 1.247 -0.607 -6.492
C 1.220 0.366 -5.511
C 1.831 0.176 -4.268
C 1.796 1.304 -3.282
Sb 0.173 1.273 -1.817
C 0.234 3.380 -1.591
C -1.390 0.913 -3.201
H 2.381 -4.627 -1.895
H 1.706 -4.658 -0.252
H 3.334 -4.004 -0.526
H 0.428 -3.301 -3.552
H -0.484 -1.826 -3.167
H -0.777 -3.314 -2.236
H 3.815 -2.151 -2.762
H 3.473 -0.516 -2.193
H 3.048 -2.944 -4.853
H 1.962 -2.561 -7.027
H 0.770 -0.425 -7.444
H 0.744 1.316 -5.721
H 1.602 2.233 -3.818
H 2.720 1.432 -2.719
H -0.157 3.801 -2.515
H 1.269 3.689 -1.457
H -0.360 3.720 -0.750
H -1.704 1.877 -3.596
H -2.232 0.422 -2.725
H -1.006 0.297 -4.011
C -2.505 2.941 1.163
S -2.855 1.980 -0.317
C -3.792 3.219 -1.238
H -3.405 3.073 1.760
H -2.100 3.920 0.910
H -1.770 2.389 1.742
H -3.149 4.032 -1.570
H -4.591 3.611 -0.613
H -4.234 2.727 -2.100
```

Frontier orbital gap (spin up / spin down) ... 5.48 / 5.48 eV
Calculated total energy ... -59773.7134 eV
2S+1 ... 1
F_max ... 2.65 eV/Å
Total charge ... +2

These are the Mulliken partial charges, in e, on atoms 1 to 5: atom 1 (Ir): 2.12, atom 2 (C): -0.96, atom 3 (C): -0.31, atom 4 (C): -0.35, atom 5 (C): -0.45